This record from OMol25 describes 4 unconnected molecules or ions with the total composition C32H56BrN2OPS. The level of theory is ωB97M-V/def2-TZVPD.

The value obtained for the largest force on an atom is 0.088 hartree/bohr. Its total energy is -129280.262 eV. As for the LUMO energy: -0.6 eV. As for the HOMO-LUMO gap: 7.5 eV.

Atoms and positions in Å:
C: 5.50052 -3.08805 -1.15209
N: 6.34462 -1.90749 -0.82676
C: 6.05337 -0.74739 -1.76378
C: 4.63664 -0.14052 -1.25410
C: 3.38212 -0.54019 -2.07089
C: 2.00877 -0.02185 -1.58920
C: 1.79861 0.89541 -0.32455
C: 3.07006 1.30253 0.47164
C: 4.47325 0.76420 -0.01241
P: 5.96005 1.26906 1.06001
O: 5.49273 0.73043 2.64866
Br: 6.20220 3.52309 1.12126
N: 0.45460 1.37648 0.09584
C: -0.53319 0.27806 0.15512
C: -1.40260 0.17829 1.44349
C: -2.41958 -0.98349 1.54060
C: -2.61457 -2.01536 0.36203
C: -1.75438 -1.90178 -0.94738
C: -0.72535 -0.75290 -1.01691
S: 0.42444 -0.48312 -2.46737
H: 5.71388 -3.87776 -0.33339
H: 5.72617 -3.55450 -2.17906
H: 4.37119 -2.90021 -1.11462
H: 6.21658 -1.59959 0.14790
H: 6.90344 0.01490 -1.70185
H: 5.92812 -1.16812 -2.81581
H: 3.40210 -1.19202 -3.00575
H: 2.94304 1.95285 1.39631
H: 4.56792 0.38655 2.54412
H: 0.56013 1.80286 1.02599
H: -1.27053 0.95614 2.27437
H: -3.02557 -1.06205 2.50276
H: -3.36581 -2.86147 0.48056
H: -1.83210 -2.63837 -1.81622
C: -5.67258 -2.02891 3.73870
C: -6.90504 -2.64759 3.10023
C: -6.79444 -2.74445 1.58314
C: -6.67384 -1.40277 0.84877
C: -7.81566 -0.41714 1.09837
C: -9.16833 -0.93121 0.62359
H: -5.51663 -1.00100 3.40059
H: -5.78046 -2.00597 4.82620
H: -4.77823 -2.61173 3.49888
H: -7.79643 -2.08195 3.38818
H: -7.03920 -3.65505 3.50833
H: -7.66424 -3.29085 1.19967
H: -5.92195 -3.35887 1.33031
H: -6.60676 -1.60358 -0.22674
H: -5.72881 -0.92054 1.12180
H: -7.59225 0.51411 0.56662
H: -7.87422 -0.15599 2.15970
H: -9.14603 -1.15284 -0.44694
H: -9.94062 -0.17748 0.79706
H: -9.46618 -1.83742 1.15697
C: 11.68933 -1.16904 -6.09445
C: 11.39036 -2.31511 -5.13690
C: 9.92257 -2.38044 -4.71483
C: 9.40988 -1.16132 -3.94205
C: 10.17526 -0.83034 -2.66183
C: 10.09990 -1.93315 -1.61891
H: 11.49144 -0.19701 -5.63605
H: 12.74219 -1.18750 -6.38762
H: 11.08405 -1.25252 -7.00155
H: 12.04052 -2.23890 -4.26001
H: 11.65213 -3.25710 -5.63059
H: 9.77039 -3.28422 -4.11295
H: 9.30033 -2.50964 -5.60829
H: 8.35574 -1.32927 -3.69195
H: 9.42586 -0.28324 -4.59683
H: 9.75273 0.08395 -2.23043
H: 11.22250 -0.60569 -2.88615
H: 9.06040 -2.13700 -1.34670
H: 10.63508 -1.63415 -0.71396
H: 10.55159 -2.86161 -1.97774
C: -8.44612 6.19321 1.49029
C: -7.43469 5.09675 1.18281
C: -7.93030 3.69874 1.55284
C: -8.21445 3.47763 3.04159
C: -7.03258 3.73974 3.97578
C: -5.85133 2.81144 3.72469
H: -8.66526 6.25310 2.55922
H: -8.05507 7.16515 1.17859
H: -9.38367 6.01830 0.95505
H: -6.48991 5.31740 1.68912
H: -7.21798 5.11568 0.10942
H: -7.19340 2.96293 1.20934
H: -8.84756 3.48598 0.99122
H: -8.55423 2.44439 3.17922
H: -9.05311 4.11118 3.34960
H: -7.36948 3.60133 5.00887
H: -6.70425 4.78070 3.89898
H: -6.14683 1.76510 3.84420
H: -5.04914 3.02003 4.43728
H: -5.44184 2.94116 2.71967

This record from OMol25 describes a molecular structure, C32H57BaN4OP2S. The level of theory is ωB97M-V/def2-TZVPD.

The value obtained for the largest force on an atom is 0.076 hartree/bohr. Its total energy is -72220.001 eV. Its energy relative to the best compared isomer or geometry (same formula, charge and spin) is 0.245 eV. As for the LUMO energy: -2.6 eV. As for the HOMO-LUMO gap: 6.3 eV. As for the total charge: +1.

Atoms and positions in Å:
C: 2.34754 -1.33604 -1.30426
C: 1.17741 0.43776 -2.22831
C: 3.25657 -1.35405 -2.37140
C: 1.98487 0.41306 -3.37485
C: 3.05042 -0.48956 -3.44391
H: 4.07783 -2.07264 -2.35034
H: 1.76676 1.09576 -4.20060
H: 3.69122 -0.52184 -4.32732
N: 1.37030 -0.41513 -1.20043
P: 0.78437 -2.68004 0.57776
P: 0.01985 2.41876 -0.46888
C: 2.38927 -2.45967 -0.25628
H: 2.66826 -3.41382 -0.73329
H: 3.15344 -2.24287 0.50624
C: 0.01393 1.41726 -2.12227
H: 0.08243 2.18063 -2.91015
C: -1.57004 3.45893 -0.50676
C: 1.54079 3.52965 -0.40198
C: -0.20666 -3.76611 -0.62726
C: 1.06166 -3.51246 2.25514
C: -2.67814 2.66237 0.21770
H: -2.39455 2.44110 1.26500
H: -3.58507 3.27938 0.28038
H: -2.95526 1.73181 -0.30240
C: -1.38173 4.77217 0.26765
H: -1.07179 4.58527 1.30455
H: -0.67468 5.45937 -0.21423
H: -2.35201 5.29054 0.31154
C: -1.95845 3.77062 -1.95586
H: -2.86083 4.40208 -1.96502
H: -1.16781 4.32731 -2.47882
H: -2.19473 2.86701 -2.52636
C: 1.62024 4.12924 1.02690
H: 1.17524 3.46507 1.77849
H: 2.67297 4.28502 1.29324
H: 1.13439 5.10817 1.09099
C: 2.79505 2.66683 -0.63293
H: 2.83261 1.80587 0.04387
H: 2.85285 2.30320 -1.66580
H: 3.68587 3.28433 -0.43456
C: 1.50569 4.63813 -1.47008
H: 0.85588 4.39257 -2.31889
H: 1.18916 5.60017 -1.04723
H: 2.51960 4.80111 -1.87099
C: -0.31668 -3.75967 2.90133
H: -0.17695 -4.25103 3.87430
H: -0.86875 -2.82507 3.09717
H: -0.95379 -4.42054 2.29884
C: 1.86785 -2.52879 3.12612
H: 2.82113 -2.24816 2.66029
H: 1.31076 -1.61063 3.34960
H: 2.09688 -3.01196 4.08751
C: 1.85196 -4.82020 2.14907
H: 2.72879 -4.71411 1.49701
H: 2.20498 -5.07965 3.15845
H: 1.25422 -5.66968 1.80374
C: 0.11827 -3.41128 -2.08854
H: 1.15489 -3.65513 -2.36184
H: -0.54160 -3.99284 -2.75235
H: -0.05612 -2.34886 -2.29752
C: -1.69283 -3.42914 -0.35665
H: -1.97350 -2.47295 -0.83856
H: -2.32902 -4.22265 -0.77268
H: -1.92142 -3.35629 0.72075
C: 0.10892 -5.25567 -0.44562
H: 1.18574 -5.45524 -0.55400
H: -0.23813 -5.66743 0.50897
H: -0.40925 -5.81481 -1.24079
Ba: -0.99693 -0.14580 0.99976
C: 1.75613 0.91430 2.46894
O: 2.88185 1.06802 2.67010
N: -1.86884 -0.10670 -1.36857
C: -1.35985 0.52561 -2.29978
C: -1.98295 0.42695 -3.76254
C: -1.44736 1.48218 -4.71593
C: -1.63556 -0.95272 -4.31688
C: -3.51662 0.54988 -3.65323
H: -1.63628 2.50282 -4.36427
H: -0.37423 1.35109 -4.89905
H: -1.97198 1.36753 -5.67193
H: -1.93481 -1.74441 -3.61775
H: -2.17236 -1.10577 -5.26112
H: -0.55726 -1.05028 -4.50028
H: -3.89914 1.15878 -4.48029
H: -3.98874 -0.43979 -3.68480
H: -3.83440 1.02206 -2.71569
S: -2.70772 0.20481 3.48477
C: -1.67565 0.25043 4.83292
N: -0.32571 0.43370 4.84748
C: 0.21574 0.53492 6.19890
C: -1.00624 0.29376 7.08258
N: -2.07508 0.10919 6.11699
H: 0.21401 0.72980 4.02955
H: 0.64998 1.52635 6.37737
H: 0.97512 -0.23731 6.36559
H: -1.22246 1.15378 7.72557
H: -0.89662 -0.60115 7.70250
H: -3.05708 0.04337 6.37652